The following is a DFT calculation (ωB97M-V/def2-TZVPD) of a cluster of 2 separate species, C3H9NO3 in total in a non-equilibrium geometry.

Geometry as XYZ:
```
16
Properties=species:S:1:pos:R:3:nbo_charge:R:1
O 0.6256 -1.7627 -1.0393 -0.53
C 1.0416 -0.6748 -0.7627 0.45
C 0.3440 0.3080 0.1450 -0.35
N 0.5140 1.6559 -0.3491 -0.63
C -0.0855 2.6520 0.4818 0.09
O -1.4742 2.4375 0.8079 -0.73
H 2.0084 -0.3367 -1.1827 0.11
H -0.6835 -0.0454 0.2864 0.21
H 0.7602 0.2005 1.1536 0.23
H 0.1898 1.7484 -1.3050 0.36
H -0.0167 3.6448 0.0411 0.17
H 0.4191 2.6408 1.4479 0.17
H -1.9381 2.2226 -0.0194 0.46
O -0.5604 -4.0018 0.5490 -0.94
H -0.6320 -4.9385 0.6059 0.46
H 0.0717 -3.8311 -0.1288 0.48
```

- maximum force (eV/Å) = 1.3
- E_tot (a.u.) = -400.14916
- E_HOMO (eV) = -9.9459
- HOMO-LUMO gap (eV) = 10.680
- LUMO energy (eV) = 0.7
- SMILES = O=CCNCO.O

=====

The following is a DFT calculation (ωB97M-V/def2-TZVPD) of a structure of composition C3H9NO3 in a non-equilibrium geometry.

Geometry as XYZ:
```
16
Properties=species:S:1:pos:R:3:nbo_charge:R:1
C -0.2752 -0.0072 -0.4633 0.57
C 1.8136 0.6536 0.7369 -0.03
C -1.8381 -0.1771 1.2937 -0.26
N -0.1034 0.5543 -1.7548 -0.86
O -1.5628 0.2525 -0.0317 -0.53
O 0.0658 -1.3543 -0.4570 -0.74
O 2.5658 0.5566 -0.3572 -0.67
H -0.3873 -1.7764 -1.2018 0.48
H 2.9003 -0.3353 -0.5633 0.47
H 0.8749 0.7768 -1.9152 0.39
H -0.6642 1.3903 -1.8560 0.38
H 1.8757 -0.2638 1.3583 0.11
H 0.4950 0.5631 0.3308 0.13
H -1.6728 -1.2522 1.3988 0.19
H -1.2038 0.3580 2.0075 0.18
H -2.8835 0.0613 1.4742 0.20
```

- maximum force (eV/Å) = 1.5
- E_tot (a.u.) = -400.03545
- E_HOMO (eV) = -7.9311
- HOMO-LUMO gap (eV) = 8.463
- LUMO energy (eV) = 0.5

=====

The following is a DFT calculation (ωB97M-V/def2-TZVPD) of a cluster of 2 separate species, C3H9NO3 in total in a non-equilibrium geometry.

Geometry as XYZ:
```
16
Properties=species:S:1:pos:R:3:nbo_charge:R:1
O -1.5138 -1.4177 -0.2647 -0.54
C -0.5828 -0.6571 -0.2096 0.42
C -0.0550 0.0551 1.0408 -0.30
N 0.2607 1.3137 0.1277 -0.70
C 0.3760 1.7560 -1.2672 0.09
O 1.6165 1.2606 -1.8272 -0.71
H 0.2167 -0.7581 -0.9673 0.12
H 0.8041 -0.5107 1.3959 0.22
H -0.7904 0.4783 1.7040 0.23
H -0.5655 1.8337 0.4093 0.36
H -0.5244 1.5465 -1.8526 0.15
H 0.6319 2.8208 -1.3216 0.19
H 1.8612 0.6607 -1.1152 0.46
O -0.7165 -3.1581 1.6711 -0.91
H -0.8734 -2.8484 0.7414 0.47
H -0.1453 -2.3754 1.7351 0.43
```

- maximum force (eV/Å) = 5.3
- E_tot (a.u.) = -400.03985
- E_HOMO (eV) = -9.4696
- HOMO-LUMO gap (eV) = 9.783
- LUMO energy (eV) = 0.3
- SMILES = O=CCNCO.O

=====

The following is a DFT calculation (ωB97M-V/def2-TZVPD) of a cluster of 2 separate species, C3H9NO3 in total in a non-equilibrium geometry.

Geometry as XYZ:
```
16
Properties=species:S:1:pos:R:3:nbo_charge:R:1
N 0.6054 -1.4926 0.8302 -0.85
C 0.3064 -0.1044 0.3603 -0.21
C 0.0032 -0.0987 -1.1417 -0.54
C 0.1887 1.2901 -1.7030 0.80
O 0.1834 2.2884 -1.0467 -0.59
O 0.3869 1.2905 -3.0248 -0.67
H -0.0339 -1.7374 1.5798 0.36
H 0.4513 -2.2015 0.1362 0.35
H 1.1972 0.4734 0.6083 0.19
H -0.4657 0.2825 1.0204 0.19
H 0.8592 -0.6686 -1.5071 0.23
H -0.8705 -0.6950 -1.3776 0.24
H 0.5191 2.2271 -3.2482 0.49
O -1.3275 -2.3136 4.3092 -0.94
H -1.9487 -2.3537 5.0458 0.47
H -0.4685 -2.2882 4.7513 0.47
```

- maximum force (eV/Å) = 2.1
- E_tot (a.u.) = -400.18527
- E_HOMO (eV) = -9.2138
- HOMO-LUMO gap (eV) = 10.014
- LUMO energy (eV) = 0.8
- SMILES = NCCC(=O)O.O

=====

The following is a DFT calculation (ωB97M-V/def2-TZVPD) of a cluster of 2 separate species, C3H9NO3 in total in a non-equilibrium geometry.

Geometry as XYZ:
```
16
Properties=species:S:1:pos:R:3:nbo_charge:R:1
N -0.1890 -0.7343 0.7895 -0.86
C 0.7727 -0.6481 -0.3581 -0.20
C 2.0051 -0.0382 0.2469 0.42
O 2.9700 0.2503 -0.4220 -0.51
C 0.1984 0.0790 -1.5828 -0.06
O -0.9906 -0.5173 -2.0337 -0.70
H -1.1750 -0.8829 0.5608 0.36
H -0.1742 -1.6599 1.2166 0.36
H 0.8904 -1.6928 -0.6823 0.22
H 2.1671 0.0543 1.3304 0.13
H 0.0024 1.1193 -1.2586 0.16
H 0.9193 0.0252 -2.3977 0.21
H -1.5938 -0.4838 -1.3083 0.46
O -2.2663 1.5190 1.9921 -0.94
H -1.4362 1.2719 2.3787 0.48
H -2.1005 2.3382 1.5286 0.47
```

- maximum force (eV/Å) = 2.4
- E_tot (a.u.) = -400.13343
- E_HOMO (eV) = -10.0777
- HOMO-LUMO gap (eV) = 10.607
- LUMO energy (eV) = 0.5
- SMILES = N[C@H](C=O)CO.O

=====

The following is a DFT calculation (ωB97M-V/def2-TZVPD) of a cluster of 2 separate species, C3H9NO3 in total in a non-equilibrium geometry.

Geometry as XYZ:
```
16
Properties=species:S:1:pos:R:3:nbo_charge:R:1
C -0.9191 0.8422 1.9384 -0.62
C 0.1311 0.7169 0.8412 -0.23
N -0.4045 0.0376 -0.3419 -0.64
C -0.1867 0.4140 -1.6181 0.88
O 0.3226 1.4038 -2.0524 -0.62
O -0.6030 -0.6326 -2.4384 -0.73
H -0.4210 0.7463 2.9057 0.22
H -1.4237 1.8113 1.9872 0.22
H -1.7410 0.1243 1.9013 0.21
H 0.4303 1.7275 0.5736 0.23
H 0.9763 0.1198 1.1590 0.21
H -0.9671 -0.7741 -0.1834 0.41
H -0.8697 -0.2935 -3.2916 0.50
O 1.8767 -2.2613 -0.1208 -0.95
H 1.1704 -1.7618 -0.5419 0.47
H 2.6284 -2.2204 -0.7180 0.47
```

- maximum force (eV/Å) = 1.6
- E_tot (a.u.) = -400.20782
- E_HOMO (eV) = -10.2031
- HOMO-LUMO gap (eV) = 10.862
- LUMO energy (eV) = 0.7
- SMILES = CCNC(=O)O.O

=====

The following is a DFT calculation (ωB97M-V/def2-TZVPD) of a cluster of 2 separate species, C3H9NO3 in total in a non-equilibrium geometry.

Geometry as XYZ:
```
16
Properties=species:S:1:pos:R:3:nbo_charge:R:1
C 2.5930 0.3324 -2.0086 -0.64
C 1.0941 0.2289 -1.6133 -0.21
N 1.0188 0.5375 -0.2209 -0.65
C 0.0585 0.0624 0.5932 0.89
O -0.4503 -1.0333 0.4798 -0.67
O -0.3366 0.9857 1.5535 -0.70
H 2.7391 -0.5277 -2.7722 0.21
H 3.1778 -0.0324 -1.1369 0.23
H 2.6262 1.2776 -2.5327 0.22
H 0.8177 -0.8139 -1.8078 0.23
H 0.5726 1.0326 -2.2352 0.18
H 1.4830 1.3993 0.2094 0.41
H -1.1092 0.4946 1.9952 0.51
O -3.4184 -0.8865 1.1453 -0.94
H -3.7279 -1.6464 1.6055 0.46
H -2.5428 -1.2157 0.9643 0.48
```

- maximum force (eV/Å) = 3.5
- E_tot (a.u.) = -400.18241
- E_HOMO (eV) = -9.9629
- HOMO-LUMO gap (eV) = 10.712
- LUMO energy (eV) = 0.7
- SMILES = CCNC(=O)O.O

=====

The following is a DFT calculation (ωB97M-V/def2-TZVPD) of a cluster of 2 separate species, C3H9NO3 in total in a non-equilibrium geometry.

Geometry as XYZ:
```
16
Properties=species:S:1:pos:R:3:nbo_charge:R:1
N -0.9916 -1.4380 0.7076 -0.84
C -1.3459 -0.4621 -0.1522 0.88
O -1.8407 -0.5710 -1.2399 -0.62
O -1.5443 0.8181 0.6349 -0.32
O -2.1751 1.8119 -0.1512 -0.42
H -1.1364 -2.3878 0.4125 0.42
H -0.7305 -1.1902 1.6461 0.42
H -2.5744 1.2995 -0.8869 0.47
C 1.0904 0.3713 -0.7271 -0.63
C 1.9949 0.1117 0.4687 -0.60
H 0.9557 -0.5215 -1.3329 0.21
H 1.5006 1.1381 -1.3848 0.21
H 0.1310 0.8746 -0.3199 0.23
H 1.5287 -0.5775 1.1727 0.19
H 2.1930 1.0349 1.0039 0.21
H 2.9444 -0.3119 0.1486 0.20
```

- maximum force (eV/Å) = 3.8
- E_tot (a.u.) = -400.07660
- E_HOMO (eV) = -10.0482
- HOMO-LUMO gap (eV) = 10.748
- LUMO energy (eV) = 0.7
- SMILES = NC(=O)OO.CC

=====

The following is a DFT calculation (ωB97M-V/def2-TZVPD) of a cluster of 2 separate species, C3H9NO3 in total in a non-equilibrium geometry.

Geometry as XYZ:
```
16
Properties=species:S:1:pos:R:3:nbo_charge:R:1
C 1.1344 1.0562 1.2286 -0.62
C 0.2762 -0.2028 1.3505 -0.16
N 0.4915 -1.1814 0.2984 -0.86
C -1.1594 0.2857 1.4061 0.79
O -1.7924 0.5429 2.3746 -0.52
O -1.6500 0.5417 0.1207 -0.75
H 0.8187 1.7774 1.9886 0.23
H 1.0534 1.4580 0.2160 0.21
H 2.1824 0.8922 1.4648 0.22
H 0.5518 -0.7428 2.2509 0.21
H 0.7949 -2.0922 0.5780 0.38
H 0.8545 -0.8537 -0.5746 0.37
H -2.0816 -0.2665 -0.1966 0.50
O -0.5278 -0.6855 -4.4544 -0.93
H -1.0924 0.0787 -4.2932 0.47
H 0.1458 -0.6078 -3.7585 0.46
```

- maximum force (eV/Å) = 1.0
- E_tot (a.u.) = -400.17311
- E_HOMO (eV) = -9.5098
- HOMO-LUMO gap (eV) = 9.933
- LUMO energy (eV) = 0.4
- SMILES = C[C@H](N)C(=O)O.O

=====

The following is a DFT calculation (ωB97M-V/def2-TZVPD) of the molecule C3H9NOS in a non-equilibrium geometry.

Geometry as XYZ:
```
15
Properties=species:S:1:pos:R:3:nbo_charge:R:1
O 1.5900 -2.1591 -0.7162 -0.71
C 0.4936 -1.3210 -0.5268 0.11
N 0.6279 -0.0404 -1.1138 -0.69
C -0.2225 1.1668 -0.9980 -0.22
C -0.3892 1.6706 0.4429 -0.51
S -1.1992 0.4024 1.5143 -0.08
H 1.7936 -2.2291 -1.6519 0.46
H -0.3625 -1.8973 -0.8499 0.13
H 0.4161 -1.2930 0.5307 0.16
H 1.5209 0.2947 -1.3889 0.38
H 0.3956 1.9178 -1.4758 0.20
H -1.1337 1.0239 -1.5684 0.19
H 0.5984 1.7153 0.9083 0.22
H -1.0118 2.5565 0.5839 0.22
H -0.9370 1.0720 2.6475 0.12
```

- maximum force (eV/Å) = 2.2
- E_tot (a.u.) = -647.83416
- E_HOMO (eV) = -8.4481
- HOMO-LUMO gap (eV) = 9.250
- LUMO energy (eV) = 0.8
- SMILES = OCNCCS